DFT (wB97M-V/def2-TZVPD) results for an isolated molecule of C7H6BrI.

lowest unoccupied orbital energy (spin up / spin down) = -0.45 / -0.32 eV
relative energy (zero: lowest compared OMol25 entry of this formula, charge and spin) = 123.77 kcal/mol
HOMO energy (spin up / spin down) = -8.0 / -8.1 eV
electronic energy = -85493.1568 eV
charge = 0

XYZ file:
```
15
C7H6BrI | the Open Molecules 2025 dataset | wB97M-V/def2-TZVPD
C 1.08 -0.78 0.03
H -0.58 2.00 0.44
H 1.75 -1.43 0.30
C -1.08 -0.33 -0.98
C -1.22 -0.10 0.46
C -0.37 -1.26 -0.05
C 1.03 0.72 0.36
H -2.09 -0.12 0.97
H -0.55 -2.36 0.24
C -0.36 1.11 0.89
C 1.19 0.31 -0.99
Br 2.43 0.63 -2.34
H 1.80 1.12 0.86
H -0.41 1.12 2.07
I -2.61 -0.63 -2.25
```

---

DFT (wB97M-V/def2-TZVPD) results for C7H6CeCl2N2O3Rh as an isolated structure.

lowest unoccupied orbital energy (spin up / spin down) = -16.05 / -20.38 eV
2S+1 = 6
HOMO energy (spin up / spin down) = -20.9 / -25.2 eV
electronic energy = -57407.1442 eV
charge = +4
⟨S²⟩ = 8.77

XYZ file:
```
22
C7H6CeCl2N2O3Rh | the Open Molecules 2025 dataset | wB97M-V/def2-TZVPD
Rh 0.20 0.33 -4.12
Cl -0.58 -1.15 -2.32
C 1.84 2.35 -0.36
O 1.13 2.12 -6.36
N -0.09 -0.26 0.85
C 0.77 1.42 -5.47
H -0.52 -2.33 0.25
Ce 0.83 0.57 -1.07
N -0.66 -0.49 2.96
C 0.69 -1.15 -5.05
C -0.20 0.35 2.04
O 1.00 -2.12 -5.67
C -0.91 -0.21 4.39
H 0.07 1.40 2.22
H -0.65 0.82 4.59
C -0.52 -1.62 1.06
Cl -0.45 2.36 -2.83
C -0.88 -1.75 2.34
O 2.41 3.22 0.05
H -0.29 -0.86 5.01
H -1.96 -0.38 4.63
H -1.25 -2.62 2.87
```

---

DFT (wB97M-V/def2-TZVPD) results for a 2-piece molecular cluster, C7H6Cl2NOS overall.

lowest unoccupied orbital energy (spin up / spin down) = -5.06 / -5.06 eV
relative energy (zero: lowest compared OMol25 entry of this formula, charge and spin) = 0.34 kcal/mol
HOMO energy (spin up / spin down) = -12.2 / -12.2 eV
electronic energy = -46762.9354 eV
charge = +1

XYZ file:
```
18
C7H6Cl2NOS | the Open Molecules 2025 dataset | wB97M-V/def2-TZVPD
H 2.99 -1.00 1.80
H -1.28 2.82 0.77
C -2.92 1.55 0.78
H 2.46 -1.67 -1.30
N -0.98 0.73 -0.07
Cl 0.91 -1.63 1.00
C -1.34 -1.60 -0.74
C 3.07 -1.25 -0.46
O -1.21 -2.65 -1.23
C -1.63 1.82 0.52
C -1.75 -0.38 -0.35
Cl 1.23 2.13 -0.32
H 4.03 -0.99 -0.70
C 0.18 0.87 -0.64
S -3.43 -0.04 0.29
H -3.61 2.22 1.15
H 0.64 0.25 -1.30
C 2.64 -1.18 0.79
```

---

DFT (wB97M-V/def2-TZVPD) results for C7H6ClIS4SbV as an isolated structure.

lowest unoccupied orbital energy = -2.23 eV
relative energy (zero: lowest compared OMol25 entry of this formula, charge and spin) = 0.00 kcal/mol
HOMO energy = -9.2 eV
electronic energy = -103546.5541 eV
charge = 0

XYZ file:
```
21
C7H6ClIS4SbV | the Open Molecules 2025 dataset | wB97M-V/def2-TZVPD
S 1.76 -2.80 2.43
C -1.74 1.18 -4.07
Cl -1.21 -1.97 -1.71
S -0.33 0.38 2.88
S 1.24 0.02 -0.09
C -2.05 0.37 0.13
C -1.45 -0.08 -3.59
S 3.53 0.89 2.86
V -0.31 1.01 0.92
Sb 2.04 -0.61 2.21
H -1.65 1.39 -5.13
C -1.55 -0.35 -2.24
C -1.94 0.63 -1.33
C -2.24 1.90 -1.84
H -2.55 2.68 -1.16
C -2.14 2.18 -3.20
H -2.79 1.01 0.63
H -1.14 -0.88 -4.27
I -0.12 3.50 0.90
H -2.38 3.17 -3.56
H -2.20 -0.67 0.40
```

---

DFT (wB97M-V/def2-TZVPD) results for C7H6DyNO6 as an isolated structure.

lowest unoccupied orbital energy (spin up / spin down) = -9.97 / -8.64 eV
relative energy (zero: lowest compared OMol25 entry of this formula, charge and spin) = 61.73 kcal/mol
2S+1 = 6
HOMO energy (spin up / spin down) = -16.0 / -16.6 eV
electronic energy = -45194.2535 eV
charge = +2
⟨S²⟩ = 9.45

XYZ file:
```
21
C7H6DyNO6 | the Open Molecules 2025 dataset | wB97M-V/def2-TZVPD
O -2.55 -1.40 0.87
H 2.17 2.55 1.53
O -1.54 -3.21 -2.10
N 0.40 0.17 2.82
H 1.39 2.47 3.20
C 0.53 0.31 -3.61
H 1.05 -1.97 -1.59
C 0.69 -2.30 -0.33
O 0.93 -3.06 0.52
C -1.22 -2.11 -1.97
C 1.24 2.40 2.11
C 0.69 1.04 1.84
C -1.81 0.69 -2.67
O 0.45 0.67 0.65
O 0.65 0.65 -4.73
Dy 0.00 -0.09 -1.23
C -1.83 -0.99 0.07
H 0.55 3.17 1.72
H -0.03 -0.74 2.63
O -2.37 1.26 -3.51
H 0.62 0.47 3.77
```

---

DFT (wB97M-V/def2-TZVPD) results for an isolated molecule of C7H6F3IS.

lowest unoccupied orbital energy = -1.36 eV
relative energy (zero: lowest compared OMol25 entry of this formula, charge and spin) = 139.23 kcal/mol
HOMO energy = -7.2 eV
electronic energy = -34438.0468 eV
charge = 0

XYZ file:
```
18
C7H6F3IS | the Open Molecules 2025 dataset | wB97M-V/def2-TZVPD
H 0.26 0.25 2.70
H 1.34 -2.33 -1.77
F -3.18 2.79 0.23
H 2.91 -0.25 1.62
C -2.04 2.17 -0.03
H -0.39 -0.47 -2.12
H 2.92 -1.87 0.06
H 0.41 0.66 -1.08
C -1.12 -0.58 -0.17
C 1.90 -0.31 1.13
F -1.51 2.84 -1.01
C 1.14 -1.39 -1.03
C 2.06 -1.26 -0.03
C 0.06 -0.40 -1.20
S -2.53 0.41 -0.39
I -1.78 -2.50 0.07
C 0.86 0.03 1.89
F -1.31 2.22 1.12
```

---

no.,maximum force (eV Å⁻¹)
1,5.98
2,11.27
3,3.55
4,0.20
5,7.95
6,5.70